A structure of composition C4H5F6IN5O8PS2, computed with ωB97M-V/def2-TZVPD.

Values from the calculation:
- net charge = 0

Geometry (Å):
O -1.4869 -1.0537 0.3277
P -1.0988 -1.8816 -0.8853
O -0.4957 -3.4064 -0.4428
O 0.2427 -1.0780 -1.5550
N -2.3352 -2.0049 -2.0972
O -2.0008 -1.4868 -3.3378
C -3.5743 -2.5212 -2.0312
N -4.4667 -2.4931 -3.1341
C -5.6286 -3.0917 -2.5806
N -5.3716 -3.4607 -1.2627
N -4.1115 -3.1262 -0.9013
I -3.5453 -3.6084 0.9837
H -0.3862 -3.8776 -1.2989
H 0.6745 -0.6856 -0.7421
H -1.6924 -2.2371 -3.8908
H -6.5569 -3.1970 -3.1878
H -6.0509 -3.9083 -0.6442
C 2.4441 0.5833 0.8839
F 2.6593 -0.7413 0.7717
F 2.3409 1.0566 -0.3772
F 1.2200 0.7274 1.4280
S 3.7415 1.4369 1.8492
O 4.9579 1.1985 1.1036
O 3.6870 0.8118 3.1528
N 3.1216 2.8895 1.7373
S 3.9599 4.0115 2.4857
O 5.2410 4.3474 1.9040
O 3.9333 3.9703 3.9314
C 2.8751 5.4168 2.0471
F 1.6195 5.2512 2.5071
F 2.7661 5.5772 0.7140
F 3.3176 6.5810 2.5417

natural (NBO) atomic charge list, values in e, 6 entries:
1. O -1.023
2. P 2.316
3. O -0.919
4. O -0.941
5. N -0.446
6. O -0.462

=====

A cluster of 2 separate species, C4H5FNO5 in total, computed with ωB97M-V/def2-TZVPD.

Values from the calculation:
- net charge = -1
- relative energy (zero: lowest compared OMol25 entry of this formula, charge and spin) (kJ/mol) = 35.71

Geometry (Å):
C -1.6346 -0.5309 0.3395
C -4.7130 0.1079 -0.3256
C 0.8278 -0.9138 -0.2791
C -0.1823 -0.0540 0.8278
N 0.0346 1.3126 0.8709
O -4.9825 -0.8284 0.2906
O -1.7263 -1.7119 0.1651
O -4.8310 1.0153 -0.9868
O 0.6574 -2.2779 -0.3085
O -2.4894 0.3701 0.2549
F -0.0036 -0.5723 2.1196
H 0.3321 -0.5050 -1.1995
H 1.8848 -0.6249 -0.0357
H 0.8819 1.7408 0.7632
H -0.6117 1.9282 0.4070
H -0.3168 -2.5268 -0.0600

natural (NBO) atomic charge list, values in e, 6 entries:
1. C 0.764
2. C 1.066
3. C -0.083
4. C 0.353
5. N -0.865
6. O -0.559

=====

The molecule C4H5FO, computed with ωB97M-V/def2-TZVPD.

Values from the calculation:
- net charge = 0
- relative energy (zero: lowest compared OMol25 entry of this formula, charge and spin) (kJ/mol) = 175.84
- SMILES string = C=CO/C=C\F

Geometry (Å):
C -0.2353 0.1220 -1.8213
C -0.7203 -0.8084 -0.9598
O -0.9003 -0.7321 0.3466
C -0.6376 0.3163 1.1424
C 0.6236 0.7606 1.0483
F 1.5882 0.2422 0.2994
H 0.1724 1.0667 -1.4412
H -0.0408 -0.2511 -2.8004
H -0.9870 -1.9013 -1.1930
H -1.3744 0.8337 1.8413
H 0.9556 1.5851 1.6685

natural (NBO) atomic charge list, values in e, 6 entries:
1. C -0.553
2. C 0.165
3. O -0.502
4. C 0.018
5. C 0.175
6. F -0.315

=====

The molecule C4H5FO2, computed with ωB97M-V/def2-TZVPD.

Values from the calculation:
- net charge = 0
- relative energy (zero: lowest compared OMol25 entry of this formula, charge and spin) (kJ/mol) = 621.37
- SMILES string = FC1[C@@H]2OCO[C@@H]12

Geometry (Å):
F 2.8172 -0.0910 -0.4166
C 1.7370 0.0285 0.3084
C 0.3194 -0.6728 0.1514
O -0.9487 -1.2143 -0.3106
C -1.6827 0.0300 -0.1875
O -0.8738 1.1804 0.0718
C 0.4815 0.7610 -0.2487
H 1.9585 -0.1048 1.3140
H 0.0787 -0.7578 1.2947
H -2.4806 -0.0015 0.5487
H -2.1051 -0.0187 -1.1438
H 0.6987 0.8611 -1.3818

natural (NBO) atomic charge list, values in e, 6 entries:
1. F -0.298
2. C 0.303
3. C -0.031
4. O -0.496
5. C 0.208
6. O -0.507

=====

A structure of composition C4H5FS2, computed with ωB97M-V/def2-TZVPD.

Values from the calculation:
- net charge = 0
- relative energy (zero: lowest compared OMol25 entry of this formula, charge and spin) (kJ/mol) = 525.64

Geometry (Å):
C 0.7126 0.9689 -0.9895
C 1.0135 -0.2870 -0.3784
C -0.0362 -1.1356 0.3385
C -1.3965 -1.0356 0.2681
H -0.5151 0.9585 1.4898
H -0.2481 0.8143 -1.6074
H 1.5473 1.6975 -1.4581
H 0.4125 -1.5514 1.5906
H -2.1607 -1.5746 1.2236
F -2.2228 -0.3778 -0.6801
S 0.3379 2.2841 0.3055
S 2.5556 -0.7614 -0.1026

natural (NBO) atomic charge list, values in e, 6 entries:
1. C -0.607
2. C -0.162
3. C -0.363
4. C 0.251
5. H 0.123
6. H 0.249

=====

The molecule C4H5FS2, computed with ωB97M-V/def2-TZVPD.

Values from the calculation:
- net charge = 0
- relative energy (zero: lowest compared OMol25 entry of this formula, charge and spin) (kJ/mol) = 136.58
- SMILES string = CC(=S)S/C=C/F

Geometry (Å):
C -2.4560 -0.4867 -0.0023
C -1.1289 0.1900 0.0548
S -1.0116 1.7787 -0.1047
S 0.2685 -0.8593 0.0257
C 1.5270 0.3831 0.0923
C 2.8052 0.0117 -0.2893
F 3.7557 0.7860 0.1248
H -3.2133 -0.0665 -0.5995
H -2.0898 -1.5252 -0.2582
H -2.8353 -0.4479 0.9933
H 1.2557 1.3045 0.7984
H 3.1228 -1.0682 -0.8353

natural (NBO) atomic charge list, values in e, 6 entries:
1. C -0.666
2. C -0.300
3. S 0.017
4. S 0.349
5. C -0.502
6. C 0.240

=====

In eV, the HOMO-LUMO gap values for the records above are, in order, 4.3; 8.5; 9.8; 10.3; 7.7; 8.5.
In hartree/bohr, the maximum force values for the records above are, in order, 0.12918; 0.08886; 0.06356; 0.06668; 0.09703; 0.08539.